C15H25N4O3PS2 in the gas phase in a non-equilibrium geometry, computed with ωB97M-V with the def2-TZVPD basis set.

Properties
**DFT total energy**: -59019.4044 eV

The geometry in XYZ format:
```
50
C15H25N4O3PS2 ωB97M-V with the def2-TZVPD basis set
C -1.00419 3.06761 -3.16878
N -1.44782 1.71170 -2.80872
C -0.36924 0.73917 -3.00448
C -0.57466 -0.61698 -2.30446
P -2.22148 -1.41896 -2.67410
N -3.46948 -0.46274 -2.72257
C 0.47062 -1.59313 -2.95349
O 1.81885 -1.37172 -2.53665
S 2.39610 -2.38904 -1.38323
O 2.01984 -3.73522 -1.72736
O 1.52584 -2.04423 -0.03350
C 0.11146 -1.95138 -0.19682
C -0.38775 -0.56212 -0.72211
C 0.58151 0.52783 -0.27298
C 0.78074 0.63453 1.26840
C 2.22516 0.41839 1.75133
C 2.34591 0.93464 3.20991
N 1.19637 0.51567 4.00763
C 1.17235 -0.76573 4.46230
C -0.02317 -0.88403 5.12477
C -0.69537 0.35199 5.07449
C 0.11058 1.21901 4.37164
N -1.74894 -0.44768 -0.09021
C -2.21349 0.66768 0.08771
S -2.75230 2.10894 0.31435
H -1.85361 3.73484 -2.98522
H -0.14719 3.38947 -2.57277
H -0.80373 3.14373 -4.25215
H -2.16323 1.49531 -3.49462
H 0.57692 1.23053 -2.76030
H -0.31123 0.51933 -4.09010
H -2.43364 -2.43282 -1.70858
H -2.00531 -2.06268 -3.92440
H -4.14929 -0.78772 -2.04295
H 0.43786 -1.40838 -4.03058
H 0.11516 -2.61983 -2.80893
H -0.33056 -2.79092 -0.74137
H -0.30471 -2.01961 0.81287
H 1.56719 0.35268 -0.71561
H 0.29847 1.52142 -0.63474
H 0.10566 -0.06832 1.76531
H 0.47583 1.64305 1.57215
H 2.98332 0.86933 1.10558
H 2.38722 -0.66232 1.81903
H 2.43210 2.02820 3.23178
H 3.26677 0.57182 3.67617
H 1.94217 -1.50337 4.31073
H -0.37539 -1.78087 5.61669
H -1.65954 0.64048 5.46594
H -0.02512 2.24874 4.08013
```

Löwdin atomic charge list, values in e, 8 entries:
1 C -0.1265
2 N -0.1279
3 C -0.2260
4 C -0.4199
5 P 0.7922
6 N -0.2928
7 C -0.2570
8 O -0.3062